ORCA calculation (ωB97M-V/def2-TZVPD) on a structure of composition CH11O5 in a non-equilibrium geometry.

Structure (XYZ):
```
17
Properties=species:S:1:pos:R:3
C 1.514 -1.582 0.419
O 0.757 -0.388 0.477
H 2.439 -1.385 -0.132
H 1.042 -2.401 -0.093
H 1.797 -1.720 1.451
H -0.004 -0.741 -1.188
H -0.159 -0.949 -2.731
O -0.481 -0.450 -1.977
H 0.675 0.791 0.753
H 1.656 2.202 1.026
O 0.881 1.942 0.498
H -2.054 2.027 -1.791
H -1.852 3.130 -0.838
O -2.573 2.626 -1.236
H -0.413 -1.074 1.597
H -1.955 -0.689 1.791
O -1.271 -1.336 1.975
```

Its spin multiplicity is 2. Its largest force on an atom is 0.0628 hartree/bohr. The expectation value of S² is 0.758. The calculation puts the orbital gap (alpha / beta) at 11.30 / 6.80 eV.



ORCA calculation (ωB97M-V/def2-TZVPD) on a cluster of 7 separate species, C35H79O11PS7 in total in a non-equilibrium geometry.

Structure (XYZ):
```
133
Properties=species:S:1:pos:R:3
C -0.709 -2.711 1.619
C -0.884 -2.463 0.308
C -2.126 -1.924 -0.388
C -2.472 -0.421 -0.542
P -4.168 -0.231 -1.435
C -4.121 -1.113 -3.047
C -4.072 -2.664 -3.159
C -5.516 -0.945 -0.412
C -5.860 -2.442 -0.440
C -1.487 0.569 -1.261
C -0.972 0.210 -2.681
C -0.617 -1.228 -3.065
C -0.389 1.209 -0.369
C 0.785 0.369 0.151
C 1.697 -0.363 -0.833
C 3.125 -0.442 -0.255
C 3.972 -1.497 -1.004
C 4.069 -2.857 -0.276
C 3.142 -3.947 -0.826
C 3.392 -4.268 -2.314
C 2.127 -4.025 -3.123
O 2.316 -4.199 -4.532
C 3.214 -3.356 -5.121
C 3.004 -1.878 -4.936
O 4.107 -3.802 -5.782
C -1.023 1.895 0.826
O -1.547 0.877 1.716
S -2.867 0.233 1.126
O -3.222 -0.843 2.006
O -3.830 1.290 0.986
H -0.937 -1.943 2.356
H -0.357 -3.662 2.007
H -0.069 -2.746 -0.361
H -2.963 -2.378 0.141
H -2.122 -2.385 -1.371
H -3.327 -0.694 -3.659
H -5.051 -0.781 -3.516
H -3.307 -2.984 -3.867
H -5.014 -3.040 -3.563
H -3.923 -3.167 -2.208
H -5.368 -0.642 0.623
H -6.406 -0.403 -0.743
H -6.716 -2.597 0.217
H -6.203 -2.729 -1.435
H -5.041 -3.093 -0.137
H -2.140 1.429 -1.458
H -0.069 0.810 -2.812
H -1.667 0.616 -3.419
H -1.479 -1.749 -3.485
H -0.249 -1.831 -2.242
H 0.135 -1.221 -3.856
H 0.045 2.011 -0.977
H 1.447 1.091 0.650
H 0.490 -0.309 0.951
H 1.781 0.171 -1.784
H 1.389 -1.394 -1.002
H 3.591 0.543 -0.314
H 3.044 -0.764 0.787
H 3.491 -1.662 -1.971
H 4.974 -1.105 -1.180
H 3.885 -2.732 0.793
H 5.097 -3.218 -0.379
H 2.091 -3.694 -0.651
H 3.325 -4.853 -0.242
H 4.213 -3.645 -2.678
H 3.691 -5.309 -2.445
H 1.736 -3.027 -2.901
H 1.353 -4.729 -2.818
H 3.945 -1.359 -5.068
H 2.288 -1.482 -5.657
H 2.594 -1.655 -3.954
H -0.234 2.457 1.323
H -1.795 2.614 0.552
C -1.586 4.564 3.883
S -0.982 5.688 2.619
O -0.052 4.904 1.756
C 0.068 6.656 3.699
H -2.220 3.826 3.394
H -0.739 4.070 4.360
H -2.169 5.123 4.614
H 0.787 5.984 4.165
H -0.524 7.173 4.454
H 0.589 7.387 3.085
C -9.428 -0.588 3.127
S -8.320 -1.603 2.142
O -8.911 -2.965 2.088
C -6.977 -1.656 3.332
H -10.351 -0.470 2.564
H -9.631 -1.088 4.074
H -8.971 0.388 3.294
H -7.340 -2.083 4.268
H -6.589 -0.649 3.489
H -6.195 -2.285 2.911
C 3.425 4.511 3.720
S 3.458 5.156 5.395
O 3.870 6.585 5.320
C 4.893 4.219 5.932
H 2.612 4.996 3.184
H 4.367 4.716 3.216
H 3.243 3.437 3.750
H 5.740 4.461 5.290
H 4.666 3.155 5.886
H 5.111 4.506 6.959
C -4.046 -3.472 4.337
S -2.493 -4.137 4.943
O -1.794 -4.721 3.768
C -3.200 -5.512 5.859
H -3.811 -2.624 3.694
H -4.563 -4.244 3.765
H -4.653 -3.144 5.181
H -3.780 -6.137 5.180
H -3.828 -5.127 6.662
H -2.376 -6.086 6.279
C 5.909 0.693 -6.451
S 5.325 1.605 -5.018
O 3.880 1.296 -4.854
C 5.432 3.229 -5.779
H 5.880 -0.367 -6.207
H 5.255 0.896 -7.299
H 6.934 0.989 -6.673
H 4.811 3.251 -6.674
H 6.471 3.446 -6.025
H 5.066 3.958 -5.058
C 4.524 5.882 -0.284
S 3.957 4.182 -0.387
O 4.152 3.582 0.960
C 5.304 3.592 -1.421
H 3.834 6.419 0.364
H 5.528 5.905 0.140
H 4.514 6.328 -1.279
H 6.255 3.778 -0.922
H 5.267 4.104 -2.383
H 5.166 2.523 -1.571
```

Its spin multiplicity is 1. Its largest force on an atom is 0.0381 hartree/bohr. The calculation puts the orbital gap at 7.83 eV.



ORCA calculation (ωB97M-V/def2-TZVPD) on an isolated molecule of C19H15ClN4O3.

Structure (XYZ):
```
42
Properties=species:S:1:pos:R:3
C -3.721 0.083 -2.320
H -3.202 1.043 -2.304
H -4.789 0.259 -2.181
H -3.539 -0.439 -3.255
O -3.227 -0.765 -1.288
C -3.428 -0.355 -0.042
O -3.952 0.681 0.270
C -2.937 -1.401 0.972
O -3.157 -2.573 0.821
C -2.248 -0.798 2.170
C -1.023 -0.002 1.793
N -1.134 1.264 1.899
N -0.166 2.153 1.589
C 0.995 1.997 0.866
N 2.065 2.580 1.370
C 3.224 2.392 0.734
N 3.429 1.664 -0.323
C 2.337 1.152 -0.934
C 2.483 0.452 -2.147
C 1.375 0.023 -2.825
C 0.087 0.285 -2.336
C -0.085 0.926 -1.139
C 1.035 1.340 -0.400
H -1.073 1.143 -0.759
H -0.771 -0.031 -2.911
H 1.484 -0.506 -3.760
H 3.480 0.294 -2.523
H 4.085 2.871 1.181
H -0.155 2.931 2.238
C 0.182 -0.760 1.391
C 0.161 -1.660 0.329
C 1.322 -2.289 -0.079
C 2.510 -2.032 0.587
C 2.540 -1.180 1.680
C 1.378 -0.549 2.077
H 1.398 0.115 2.930
H 3.465 -1.003 2.205
Cl 3.965 -2.780 0.049
H 1.307 -2.970 -0.915
H -0.758 -1.850 -0.203
H -2.959 -0.105 2.628
H -1.982 -1.597 2.863
```

Its spin multiplicity is 1. As for the structure (SMILES): COC(=O)C(=O)C/C(=N/Nc1ncnc2ccccc12)c1ccc(Cl)cc1. Its largest force on an atom is 0.0181 hartree/bohr. The calculation puts the orbital gap at 8.17 eV.



ORCA calculation (ωB97M-V/def2-TZVPD) on a cluster of 9 separate species, C37H56F24N2O20P3S in total.

Structure (XYZ):
```
143
Properties=species:S:1:pos:R:3
N -1.974 -5.973 0.721
P -2.962 -5.363 -0.526
O -2.205 -5.969 -1.835
C -2.523 -3.514 -0.776
C -1.130 -3.054 -0.293
C -1.067 -1.865 0.700
P -0.880 -0.273 -0.218
O -1.774 -0.171 -1.380
O -1.045 0.863 0.882
O 0.690 -0.242 -0.515
N -2.241 -1.789 1.685
C -3.532 -2.514 1.300
C -3.634 -2.613 -0.208
P -5.322 -3.124 -0.736
S -5.509 -3.430 -2.619
H -0.966 -5.958 0.638
H -2.255 -5.801 1.677
H -1.247 -5.936 -1.884
H -2.571 -3.419 -1.867
H -0.575 -3.887 0.152
H -0.539 -2.735 -1.160
H -0.165 -1.977 1.313
H -0.903 0.641 1.814
H 0.929 -0.467 -1.423
H -1.929 -2.093 2.609
H -2.509 -0.807 1.795
H -3.524 -3.496 1.782
H -4.341 -1.931 1.750
H -3.532 -1.611 -0.657
H -5.623 -4.181 0.139
H -6.053 -2.074 -0.144
C -0.453 4.095 6.332
C -0.212 2.780 7.025
O -0.202 1.673 6.061
C 0.920 1.499 5.411
O 1.955 2.086 5.488
C 0.794 0.292 4.447
F -0.394 0.291 3.766
F 0.840 -0.862 5.109
F 1.751 0.311 3.535
H -1.387 4.079 5.771
H -0.532 4.882 7.082
H 0.365 4.345 5.656
H -1.014 2.517 7.709
H 0.737 2.759 7.560
C 1.609 3.279 -0.015
C 2.337 2.579 1.110
O 3.076 3.501 1.940
C 2.371 4.059 2.912
O 1.222 3.858 3.178
C 3.270 5.001 3.754
F 4.022 5.779 2.981
F 4.078 4.262 4.523
F 2.525 5.767 4.537
H 2.295 3.820 -0.666
H 1.092 2.525 -0.610
H 0.866 3.980 0.365
H 3.083 1.883 0.733
H 1.646 2.040 1.759
C -3.040 0.574 -4.326
C -2.965 -0.907 -4.605
O -3.437 -1.234 -5.935
C -2.576 -1.065 -6.914
O -1.447 -0.676 -6.839
C -3.207 -1.500 -8.263
F -4.448 -1.041 -8.399
F -3.250 -2.839 -8.316
F -2.477 -1.064 -9.276
H -4.059 0.939 -4.456
H -2.724 0.745 -3.300
H -2.384 1.135 -4.992
H -3.619 -1.476 -3.950
H -1.944 -1.281 -4.511
C 4.384 -1.034 5.188
C 5.055 -0.196 6.251
O 5.298 -0.960 7.457
C 6.351 -1.762 7.413
O 7.071 -1.947 6.479
C 6.568 -2.438 8.790
F 5.421 -2.892 9.297
F 7.079 -1.547 9.646
F 7.412 -3.452 8.679
H 3.455 -1.465 5.565
H 4.158 -0.406 4.326
H 5.034 -1.845 4.862
H 4.429 0.631 6.578
H 6.005 0.202 5.894
C -6.037 -7.788 -9.488
C -5.709 -6.516 -8.742
O -6.768 -6.176 -7.808
C -6.745 -6.803 -6.648
O -5.940 -7.593 -6.254
C -7.960 -6.362 -5.787
F -9.080 -6.313 -6.504
F -7.731 -5.144 -5.277
F -8.140 -7.206 -4.780
H -6.994 -7.695 -10.000
H -5.263 -7.978 -10.232
H -6.077 -8.640 -8.810
H -5.657 -5.656 -9.403
H -4.774 -6.600 -8.186
C -5.679 7.482 4.730
C -4.956 8.126 5.889
O -4.853 7.210 7.013
C -3.875 6.331 6.965
O -3.056 6.179 6.107
C -3.874 5.480 8.263
F -5.097 5.074 8.592
F -3.376 6.193 9.273
F -3.108 4.398 8.100
H -6.663 7.132 5.040
H -5.808 8.217 3.936
H -5.109 6.643 4.333
H -5.507 8.971 6.295
H -3.952 8.448 5.618
C 9.779 -0.284 5.260
C 9.740 1.086 4.628
O 10.475 1.108 3.377
C 9.818 0.669 2.321
O 8.689 0.277 2.270
C 10.714 0.773 1.059
F 11.945 0.321 1.288
F 10.801 2.054 0.680
F 10.187 0.076 0.060
H 10.808 -0.599 5.431
H 9.262 -0.256 6.219
H 9.282 -1.024 4.633
H 10.233 1.835 5.243
H 8.719 1.409 4.423
C 0.750 0.643 -9.053
C 0.551 2.048 -9.568
O 1.422 2.327 -10.693
C 1.005 1.886 -11.866
O -0.006 1.298 -12.109
C 2.020 2.284 -12.970
F 3.276 2.044 -12.592
F 1.906 3.592 -13.229
F 1.780 1.612 -14.086
H 1.796 0.478 -8.793
H 0.136 0.482 -8.168
H 0.457 -0.090 -9.804
H 0.829 2.798 -8.830
H -0.479 2.221 -9.880
```

Its spin multiplicity is 1. Its largest force on an atom is 0.0153 hartree/bohr. The calculation puts the orbital gap at 7.99 eV. Its total charge is +1.



ORCA calculation (ωB97M-V/def2-TZVPD) on an isolated molecule of C4H8O2.

Structure (XYZ):
```
14
Properties=species:S:1:pos:R:3
C 2.047 1.160 0.560
O 0.700 1.217 0.164
C 0.080 -0.037 0.308
C -1.223 -0.049 -0.453
C -1.853 -1.316 -0.818
O -2.366 -0.524 0.242
H 2.405 2.173 0.761
H 2.158 0.554 1.470
H 2.670 0.714 -0.235
H -0.124 -0.256 1.369
H 0.749 -0.827 -0.075
H -1.381 0.832 -1.075
H -1.379 -2.253 -0.516
H -2.483 -1.387 -1.703
```

Its spin multiplicity is 1. As for the structure (SMILES): COC[C@H]1CO1. Its largest force on an atom is 0.0079 hartree/bohr. The calculation puts the orbital gap at 10.99 eV.



ORCA calculation (ωB97M-V/def2-TZVPD) on a structure of composition C24H33ClI2P2SbV in a non-equilibrium geometry.

Structure (XYZ):
```
64
Properties=species:S:1:pos:R:3
I 1.859 2.650 -4.797
I -0.525 0.727 -4.288
V 1.295 1.085 -1.805
P 1.550 -1.275 -2.395
C 0.442 -2.780 -2.547
C 2.181 -1.060 -4.096
H 2.582 -2.010 -4.467
H 3.303 -2.871 -2.093
H 2.957 -0.288 -4.074
H 3.752 -1.231 -1.537
H -0.405 -2.488 -3.202
H 1.371 -0.695 -4.757
C 2.968 -1.989 -1.541
H 0.978 -3.645 -3.018
H 2.721 -2.259 -0.514
H 0.052 -3.118 -1.560
P 0.108 2.924 -0.826
C -1.587 3.353 -0.250
C 1.213 3.447 0.497
H 1.580 3.963 -2.507
H 0.302 5.104 -1.901
H -0.074 3.819 -3.142
C 0.508 4.070 -2.230
H 2.249 3.331 0.178
H 0.992 4.496 0.682
H -1.653 4.428 0.015
H -1.917 2.767 0.628
H 1.063 2.877 1.412
H -2.287 3.146 -1.076
Cl 3.546 1.693 -1.686
C -2.755 1.650 4.388
C -1.390 1.944 4.218
C -0.671 1.484 3.103
C -1.371 0.956 1.995
C -2.659 0.430 2.259
C -3.370 0.838 3.411
Sb -0.170 -0.039 0.337
C 1.343 -1.086 1.616
C 2.669 -0.625 1.619
C 3.622 -1.212 2.463
C 3.266 -2.182 3.410
C 1.900 -2.522 3.513
C 0.926 -1.959 2.643
C -1.870 -1.263 -0.371
C -2.057 -2.627 -0.063
C -3.078 -3.345 -0.724
C -3.992 -2.715 -1.584
C -3.861 -1.332 -1.765
C -2.814 -0.608 -1.173
H -3.321 1.988 5.280
H -0.870 2.477 5.013
H 0.418 1.423 3.231
H -3.092 -0.415 1.695
H -4.389 0.469 3.581
H 3.010 0.215 1.009
H 4.651 -0.884 2.390
H 4.023 -2.647 4.066
H 1.588 -3.223 4.296
H -0.146 -2.167 2.821
H -1.420 -3.144 0.671
H -3.146 -4.421 -0.580
H -4.767 -3.292 -2.110
H -4.558 -0.802 -2.400
H -2.771 0.467 -1.362
```

Its spin multiplicity is 3. Its largest force on an atom is 0.0501 hartree/bohr. The expectation value of S² is 2.089. The calculation puts the orbital gap (alpha / beta) at 4.61 / 4.64 eV. Its total charge is +2.



ORCA calculation (ωB97M-V/def2-TZVPD) on an isolated molecule of C22H22N4O4S in a non-equilibrium geometry.

Structure (XYZ):
```
53
Properties=species:S:1:pos:R:3
O -0.591 -2.020 -1.557
C -1.219 -2.063 -0.518
N -2.242 -1.231 -0.251
C -3.130 -1.261 0.886
H -2.845 -2.040 1.590
C -4.576 -1.500 0.403
N -4.976 -0.487 -0.546
C -5.562 0.691 -0.085
C -6.597 0.621 0.854
C -7.238 1.761 1.295
C -6.879 3.006 0.807
C -5.871 3.089 -0.135
C -5.217 1.953 -0.576
H -4.429 2.066 -1.304
H -5.578 4.051 -0.531
H -7.381 3.896 1.153
H -8.034 1.673 2.020
H -6.922 -0.338 1.227
C -4.066 -0.469 -1.670
H -4.384 0.278 -2.396
C -2.617 -0.226 -1.229
H -1.931 -0.304 -2.072
H -2.519 0.762 -0.767
H -4.123 -1.453 -2.151
H -5.241 -1.504 1.264
H -4.633 -2.477 -0.090
H -3.084 -0.289 1.394
C -0.870 -3.074 0.577
H -1.596 -3.885 0.621
H -0.760 -2.592 1.547
S 0.725 -3.840 0.166
C 1.641 -2.389 0.221
N 1.262 -1.245 0.711
N 2.292 -0.399 0.532
C 3.241 -1.059 -0.040
O 2.892 -2.348 -0.270
C 4.575 -0.551 -0.451
O 5.365 -0.394 0.711
C 6.479 0.390 0.525
C 7.462 0.371 1.506
C 8.616 1.112 1.347
C 8.805 1.868 0.201
C 7.826 1.907 -0.772
C 6.652 1.181 -0.613
O 5.691 1.262 -1.590
C 4.434 0.797 -1.172
H 3.820 0.698 -2.068
H 3.962 1.504 -0.477
H 7.941 2.497 -1.667
H 9.712 2.436 0.068
H 9.373 1.092 2.115
H 7.297 -0.238 2.381
H 5.047 -1.285 -1.123
```

Its spin multiplicity is 1. As for the structure (SMILES): O=C(CSc1nnc([C@H]2COc3ccccc3O2)o1)N1CCN(c2ccccc2)CC1. Its largest force on an atom is 0.0317 hartree/bohr. The calculation puts the orbital gap at 8.37 eV.



ORCA calculation (ωB97M-V/def2-TZVPD) on a cluster of 2 separate species, C5H4 in total in a non-equilibrium geometry.

Structure (XYZ):
```
9
Properties=species:S:1:pos:R:3
C 1.175 -0.116 0.015
C -0.943 0.674 0.026
C -1.044 -0.790 -0.047
C -0.057 -0.247 0.883
C -0.027 -0.062 -0.826
H 1.659 0.791 0.097
H 2.013 -0.837 -0.001
H -1.565 2.102 -0.138
H -1.767 -1.547 0.057
```

Its spin multiplicity is 1. Its largest force on an atom is 0.1037 hartree/bohr. The calculation puts the orbital gap at 10.49 eV.



| no. | electronic energy (hartree) |
| --- | --- |
| 1 | -420.73823 |
| 2 | -5336.98676 |
| 3 | -1637.95926 |
| 4 | -6876.86655 |
| 5 | -307.61450 |
| 6 | -3856.25792 |
| 7 | -1769.68806 |
| 8 | -192.60618 |